(1)
C4H25N2O7 | wB97M-V/def2-TZVPD

Cartesian coordinates (Å):
N  -1.405  0.676  -0.750
C  -0.382  0.975  0.302
C  -0.789  2.020  1.370
C  -1.954  1.437  2.264
O  -2.753  0.520  1.505
C  1.012  1.370  -0.337
N  0.836  2.114  -1.525
H  -0.923  0.708  -1.667
H  -1.899  -0.248  -0.580
H  -2.088  1.468  -0.770
H  -0.359  -0.061  0.978
H  0.094  2.316  2.003
H  -0.899  2.923  0.814
H  -1.499  0.953  3.103
H  -2.561  2.303  2.703
H  -3.444  0.210  2.194
H  1.680  0.473  -0.519
H  1.636  1.745  0.470
H  1.622  1.937  -2.224
H  0.846  3.168  -1.201
H  2.381  -0.593  -2.694
H  2.334  -2.135  -2.914
O  2.039  -1.344  -3.294
H  2.402  -0.203  2.766
H  2.435  0.001  1.250
O  2.932  -0.382  1.958
H  -3.178  0.176  -3.229
H  -1.836  -0.686  -3.233
O  -2.480  -0.256  -2.662
H  2.988  -3.910  -1.243
H  3.102  -3.278  0.211
O  2.585  -3.345  -0.543
H  -1.900  -2.449  2.599
H  -1.693  -1.060  2.209
O  -1.165  -1.890  2.218
H  0.967  -2.411  0.020
H  0.609  -1.780  -1.229
O  0.709  -1.463  -0.322

Total charge: +1
Frontier orbital gap: 10.83 eV

(2)
C20H48CuF6NO22S8 | wB97M-V/def2-TZVPD

Cartesian coordinates (Å):
Cu  0.001  4.946  1.230
C  -1.394  0.437  -1.999
F  -2.690  0.846  -2.041
F  -1.313  -0.866  -2.319
F  -0.663  1.237  -2.835
S  -0.654  0.679  -0.159
O  -1.648  1.463  0.481
O  -0.399  -0.643  0.484
N  0.714  1.706  -0.344
S  1.830  0.669  -0.907
O  1.419  -0.567  -1.564
O  2.803  1.376  -1.691
C  2.855  0.056  0.670
F  2.481  -1.212  0.982
F  4.196  0.044  0.595
F  2.470  0.744  1.767
O  4.531  5.811  3.238
S  5.820  6.224  3.856
O  6.938  6.897  3.173
O  5.478  6.926  5.333
C  6.519  7.292  6.219
C  6.373  8.486  7.129
C  6.714  4.645  4.506
H  7.382  7.595  5.627
H  6.846  6.347  6.653
H  5.941  9.235  6.465
H  7.279  8.896  7.575
H  5.850  8.046  7.978
H  6.874  3.857  3.769
H  5.990  4.286  5.237
H  7.643  5.031  4.927
O  4.675  -6.346  -2.039
S  5.922  -6.814  -1.404
O  6.949  -5.931  -0.839
O  5.535  -7.925  -0.221
C  4.659  -7.417  0.749
C  5.449  -6.904  1.977
C  6.807  -7.970  -2.467
H  3.926  -8.154  1.078
H  4.028  -6.630  0.335
H  5.736  -5.930  1.580
H  6.382  -7.408  2.227
H  4.832  -6.885  2.876
H  7.561  -8.458  -1.848
H  7.224  -7.383  -3.285
H  6.170  -8.722  -2.932
O  1.556  1.821  6.563
S  0.221  1.582  5.983
O  -0.221  2.346  4.812
O  0.063  -0.073  5.623
C  0.726  -0.933  6.548
C  0.264  -2.395  6.131
C  -1.008  1.772  7.287
H  0.460  -0.690  7.576
H  1.784  -0.670  6.546
H  0.805  -3.179  6.661
H  0.387  -2.478  5.051
H  -0.791  -2.526  6.374
H  -1.812  1.077  7.041
H  -1.369  2.800  7.305
H  -0.420  1.518  8.169
O  2.380  -6.343  -8.150
S  2.101  -4.904  -8.163
O  3.027  -3.891  -7.661
O  1.401  -4.470  -9.593
C  1.223  -3.152  -9.874
C  0.566  -3.042  -11.251
C  0.607  -4.713  -6.985
H  2.185  -2.643  -9.802
H  0.623  -2.664  -9.106
H  0.174  -2.031  -11.366
H  -0.339  -3.642  -11.344
H  1.172  -3.277  -12.126
H  0.963  -5.057  -6.015
H  -0.348  -5.200  -7.182
H  0.538  -3.645  -6.775
O  -3.638  7.723  -2.600
S  -3.975  6.304  -2.723
O  -3.248  5.364  -1.863
O  -5.596  6.267  -2.298
C  -6.199  5.081  -1.938
C  -7.436  5.431  -1.135
C  -4.233  5.713  -4.463
H  -5.480  4.469  -1.395
H  -6.463  4.396  -2.744
H  -8.262  4.767  -1.388
H  -7.902  6.398  -1.320
H  -7.359  5.092  -0.101
H  -5.101  5.057  -4.530
H  -3.416  5.083  -4.815
H  -4.253  6.598  -5.098
O  -6.985  -2.804  -0.419
S  -8.368  -3.217  -0.091
O  -8.764  -4.594  0.262
O  -8.833  -2.277  1.173
C  -8.581  -0.890  1.275
C  -7.426  -0.460  2.167
C  -9.401  -2.608  -1.564
H  -9.459  -0.316  1.571
H  -8.366  -0.437  0.307
H  -7.495  -1.137  3.019
H  -7.480  0.532  2.617
H  -6.498  -0.649  1.628
H  -9.172  -1.598  -1.904
H  -10.421  -2.923  -1.345
H  -9.146  -3.281  -2.383

Total charge: +1
Multiplicity: 2
Frontier orbital gap (alpha / beta): 4.99 / 3.18 eV

(3)
C3H3CrO2 | wB97M-V/def2-TZVPD

Cartesian coordinates (Å):
C  -2.881  1.424  0.312
C  -2.093  2.234  -0.394
H  -3.159  1.291  1.357
H  -1.439  2.962  0.109
H  -2.149  2.289  -1.487
O  -1.032  -0.623  0.308
C  -0.152  -0.203  -0.321
Cr  2.428  0.007  -1.958
O  0.889  -0.125  -0.860

Total charge: +2
Multiplicity: 6
Frontier orbital gap (alpha / beta): 3.97 / 8.78 eV

(4)
C7H10S | wB97M-V/def2-TZVPD

Cartesian coordinates (Å):
C  -1.796  -0.726  1.059
C  -0.629  -0.123  0.850
C  0.117  0.672  1.867
C  1.219  1.239  1.362
C  1.401  0.770  -0.044
C  0.050  0.132  -0.482
C  -0.722  1.190  -1.332
S  0.214  -1.519  -1.187
H  -2.223  -1.275  0.251
H  -2.258  -0.822  2.048
H  -0.339  0.810  2.864
H  1.919  1.778  1.913
H  1.738  1.510  -0.741
H  2.211  0.018  -0.078
H  -0.910  2.069  -0.697
H  -0.020  1.471  -2.145
H  -1.761  0.954  -1.661
H  0.377  -1.144  -2.439

SMILES: C=C1C=CC[C@@]1(C)S
Frontier orbital gap: 9.45 eV

(5)
C42H84O14 | wB97M-V/def2-TZVPD

Cartesian coordinates (Å):
C  12.120  -3.703  28.360
C  12.889  -4.371  27.217
O  13.372  -5.522  27.340
C  12.995  -3.626  25.877
H  11.075  -3.914  28.135
H  12.373  -2.666  28.582
H  12.303  -4.254  29.283
H  14.013  -3.238  25.895
H  12.154  -2.932  25.880
H  12.791  -4.274  25.024
C  16.056  4.209  34.563
C  16.330  2.760  34.642
O  16.376  2.190  35.700
C  16.545  2.090  33.302
H  15.975  4.521  35.605
H  15.078  4.371  34.111
H  16.841  4.813  34.108
H  15.627  1.609  32.964
H  17.320  1.326  33.359
H  16.750  2.777  32.481
C  10.688  -0.474  36.063
C  11.242  -1.219  37.249
O  11.489  -2.394  37.241
C  11.665  -0.359  38.435
H  10.033  -1.093  35.449
H  11.431  0.007  35.427
H  10.104  0.331  36.508
H  12.167  0.536  38.068
H  12.352  -0.834  39.135
H  10.791  -0.045  39.006
C  8.477  -7.674  33.901
C  7.476  -6.510  34.194
O  7.283  -5.660  33.335
C  6.825  -6.552  35.564
H  7.940  -8.594  34.130
H  9.373  -7.688  34.521
H  8.772  -7.844  32.865
H  5.752  -6.376  35.488
H  7.342  -5.916  36.283
H  7.018  -7.478  36.104
C  3.533  -4.117  25.541
C  2.419  -3.126  25.291
O  2.205  -2.239  26.158
C  1.468  -3.363  24.166
H  3.459  -4.665  26.481
H  4.462  -3.548  25.517
H  3.547  -4.806  24.697
H  0.806  -4.177  24.462
H  2.024  -3.687  23.286
H  0.914  -2.491  23.817
C  16.764  -6.559  19.985
C  16.673  -6.085  18.544
O  17.744  -5.971  17.883
C  15.367  -5.933  17.767
H  17.762  -6.949  20.186
H  15.900  -7.185  20.207
H  16.625  -5.777  20.731
H  15.569  -5.563  16.762
H  14.701  -5.251  18.296
H  14.858  -6.897  17.741
C  19.094  -8.089  34.434
C  18.212  -6.862  34.359
O  18.697  -5.752  34.406
C  16.730  -7.028  34.245
H  20.152  -7.829  34.413
H  18.847  -8.740  33.594
H  18.966  -8.633  35.369
H  16.231  -6.398  34.982
H  16.524  -8.082  34.433
H  16.434  -6.782  33.225
C  8.586  -10.337  26.750
C  8.010  -11.632  27.338
O  8.690  -12.655  27.386
C  6.735  -11.511  28.160
H  9.497  -10.493  26.172
H  8.835  -9.621  27.534
H  7.872  -9.832  26.099
H  6.871  -10.903  29.054
H  6.555  -12.537  28.481
H  5.882  -11.277  27.522
C  20.873  0.306  19.750
C  20.046  0.511  21.026
O  19.005  -0.164  21.247
C  20.387  1.611  21.966
H  21.499  1.164  19.503
H  20.228  -0.083  18.963
H  21.688  -0.400  19.910
H  20.047  2.546  21.521
H  21.458  1.658  22.163
H  19.657  1.427  22.754
C  22.869  -5.027  29.016
C  21.482  -4.608  28.478
O  20.953  -3.522  28.679
C  20.708  -5.591  27.682
H  23.546  -5.369  28.233
H  22.681  -5.784  29.777
H  23.403  -4.194  29.473
H  21.052  -5.474  26.655
H  19.642  -5.365  27.653
H  20.864  -6.615  28.023
C  11.525  0.885  17.911
C  10.251  0.040  18.358
O  10.326  -0.546  19.409
C  9.151  -0.187  17.341
H  11.674  1.750  18.557
H  11.322  1.175  16.880
H  12.431  0.280  17.927
H  8.333  -0.703  17.842
H  9.352  -0.837  16.489
H  8.875  0.816  17.014
C  11.477  6.250  28.111
C  12.764  5.520  28.394
O  12.802  4.351  28.829
C  14.036  6.224  27.890
H  10.630  5.656  28.454
H  11.313  6.629  27.103
H  11.425  7.249  28.545
H  14.171  7.220  28.312
H  14.152  6.261  26.807
H  14.853  5.568  28.189
C  16.681  -12.306  27.011
C  17.125  -12.372  28.444
O  18.298  -12.541  28.698
C  16.001  -12.195  29.480
H  15.610  -12.108  27.043
H  16.718  -13.312  26.594
H  17.214  -11.581  26.397
H  16.303  -11.468  30.233
H  15.660  -13.087  30.005
H  15.143  -11.898  28.876
C  8.479  -7.726  18.904
C  7.119  -8.395  18.694
O  6.251  -8.323  19.500
C  6.912  -9.308  17.476
H  8.399  -7.092  19.786
H  8.932  -7.135  18.108
H  9.152  -8.535  19.189
H  5.897  -9.688  17.599
H  7.711  -10.046  17.535
H  6.894  -8.770  16.528

Frontier orbital gap: 9.71 eV

(6)
C25H20BLuN9 | wB97M-V/def2-TZVPD

Cartesian coordinates (Å):
Lu  -0.976  0.138  0.114
C  -2.825  -0.040  -6.153
C  -2.099  -1.259  -5.979
N  -1.398  -1.235  -4.810
N  -1.660  -0.022  -4.219
C  -2.532  0.728  -4.989
B  -1.623  0.178  -2.727
N  -1.143  1.880  -2.201
C  -1.473  2.942  -3.030
C  -1.719  4.068  -2.189
C  -1.553  3.626  -0.881
N  -1.209  2.268  -0.852
N  -3.006  -0.047  -2.047
C  -4.208  0.406  -2.512
C  -5.177  0.263  -1.474
C  -4.427  -0.267  -0.397
N  -3.090  -0.311  -0.716
H  -3.423  0.287  -7.000
H  -2.031  -2.144  -6.604
H  -2.872  1.681  -4.681
H  -0.740  -0.317  -2.105
H  -1.363  2.841  -4.160
H  -1.906  5.101  -2.554
H  -1.633  4.255  -0.001
H  -4.419  0.807  -3.495
H  -6.206  0.455  -1.458
H  -4.780  -0.626  0.538
N  7.214  -2.087  6.302
C  6.260  -1.912  5.626
C  5.156  -1.661  4.774
C  3.989  -2.480  4.797
C  2.980  -2.258  3.885
C  2.940  -1.079  3.085
C  4.089  -0.241  3.135
C  5.209  -0.562  3.896
C  1.808  -0.753  2.179
C  2.057  -0.450  0.811
C  3.260  -0.147  0.159
C  3.011  -0.175  -1.213
C  1.696  -0.585  -1.395
N  1.024  -0.567  -0.215
C  0.490  -0.651  2.728
C  0.030  -1.255  3.926
C  -1.251  -0.729  4.170
C  -1.551  0.145  3.162
N  -0.537  0.164  2.222
H  3.849  -3.212  5.585
H  2.216  -3.044  3.714
H  4.053  0.731  2.642
H  6.133  0.008  3.792
H  4.226  0.055  0.610
H  3.693  0.025  -2.049
H  1.234  -0.762  -2.388
H  0.493  -2.021  4.497
H  -1.905  -1.001  4.985
H  -2.374  0.846  3.162

Total charge: +1
Frontier orbital gap: 6.70 eV

(7)
C5H16InO3S2 | wB97M-V/def2-TZVPD

Cartesian coordinates (Å):
In  -2.640  1.139  3.027
C  -0.451  -2.296  -1.498
O  -0.245  -1.293  -0.537
H  -1.281  -2.957  -1.245
H  -0.736  -1.709  -2.371
H  0.461  -2.868  -1.672
H  0.572  -0.874  -0.816
C  3.479  -3.134  2.985
S  3.049  -2.250  4.557
O  1.666  -1.637  4.298
C  2.674  -3.743  5.538
H  2.678  -3.710  2.524
H  4.336  -3.784  3.163
H  3.837  -2.382  2.281
H  3.534  -4.411  5.499
H  1.813  -4.282  5.143
H  2.373  -3.572  6.572
C  -2.462  5.741  -3.415
S  -1.800  4.032  -3.031
O  -2.534  3.543  -1.775
C  -2.550  3.187  -4.484
H  -3.521  5.718  -3.156
H  -2.283  5.977  -4.464
H  -2.028  6.532  -2.803
H  -3.638  3.128  -4.438
H  -2.155  2.173  -4.547
H  -2.145  3.733  -5.336

Total charge: +3
Frontier orbital gap: 1.49 eV

(8)
C3H10S2 | wB97M-V/def2-TZVPD

Cartesian coordinates (Å):
C  -1.212  1.718  0.218
S  -1.421  0.061  0.854
S  -0.918  -1.082  -0.793
H  -1.586  1.937  -0.778
H  -1.710  2.404  0.906
H  -0.157  1.987  0.255
H  -2.191  -1.319  -1.152
C  3.127  0.621  -0.413
C  2.296  -0.497  0.186
H  2.879  0.818  -1.456
H  2.997  1.579  0.098
H  4.194  0.396  -0.330
H  1.261  -0.158  0.294
H  2.582  -0.773  1.203
H  2.306  -1.415  -0.397

SMILES: CSS.CC
Frontier orbital gap: 9.67 eV

(9)
C6H15N | wB97M-V/def2-TZVPD

Cartesian coordinates (Å):
C  -0.479  -3.856  -0.877
N  0.606  -1.000  -0.342
C  0.002  0.161  0.066
C  0.785  1.467  -0.162
C  -0.169  2.600  -0.558
C  1.627  1.650  1.127
C  -1.291  0.019  0.840
H  -1.508  -4.111  -0.647
H  -0.455  -3.219  -1.753
H  -0.053  -3.357  -0.016
H  0.117  -4.757  -1.069
H  -0.010  -0.439  -1.098
H  1.454  1.156  -0.966
H  0.305  3.481  -0.994
H  -0.771  2.227  -1.401
H  -0.943  2.736  0.195
H  1.172  2.349  1.841
H  2.602  2.147  1.037
H  1.702  0.652  1.553
H  -1.158  0.488  1.838
H  -2.092  0.656  0.472
H  -1.445  -1.049  0.913

Frontier orbital gap: 8.62 eV

(10)
C5H14NO | wB97M-V/def2-TZVPD

Cartesian coordinates (Å):
C  -0.154  0.839  -0.668
C  0.964  -0.114  -0.859
C  0.891  -1.625  -0.563
C  0.249  -1.859  0.798
C  1.152  -1.354  3.058
N  0.635  -0.921  1.861
H  -0.396  1.390  0.356
H  -0.519  1.572  -1.526
H  -1.069  0.202  -0.706
H  1.297  -0.111  -1.866
H  1.899  0.274  -0.327
H  0.353  -2.230  -1.363
H  1.979  -2.006  -0.526
H  -0.861  -1.816  0.614
H  0.473  -2.784  1.203
H  1.543  -0.641  3.808
H  1.695  -2.368  2.988
H  0.684  0.129  1.876
H  -2.673  4.614  -2.295
H  -3.871  3.681  -2.724
O  -2.949  3.902  -2.891

Total charge: +1
Frontier orbital gap: 7.58 eV

(11)
C4H13N2O2 | wB97M-V/def2-TZVPD

Cartesian coordinates (Å):
C  -0.993  -1.122  0.256
C  -1.730  0.021  -0.311
C  -1.140  1.526  -0.027
C  0.360  1.440  0.043
N  0.979  2.252  0.888
O  1.007  0.598  -0.489
N  0.007  -1.703  -0.732
H  -1.476  -1.969  0.643
H  -0.324  -0.782  1.005
H  -2.781  -0.017  0.078
H  -1.928  0.027  -1.378
H  -1.588  1.980  0.960
H  -1.444  2.281  -0.761
H  1.954  2.268  1.039
H  0.371  2.947  1.429
H  0.216  -0.931  -1.496
H  0.977  -1.851  -0.375
H  -0.179  -2.742  -1.000
H  2.632  -0.627  -0.094
H  2.754  -2.156  0.266
O  2.326  -1.441  0.059

Total charge: +1
Frontier orbital gap: 11.43 eV

One value per record, in order, for energy relative to the best compared isomer or geometry (same formula, charge and spin): 447.6, 1323.0, 96.9, 103.6, 457.0, 263.9, 0.0, 20.5, 423.7, 355.3, 250.8 kJ/mol.